ORCA calculation (wB97M-V/def2-TZVPD) on a structure of composition C28H39N7O8PPt.

ORCA input file:
```
! wB97M-V def2-TZVPD RIJCOSX def2/J DEFGRID3
* xyz 1 1
Pt -0.321 0.205 -0.097
C 1.816 -1.835 0.381
N 0.641 -1.273 1.088
C 1.115 -0.731 2.394
C -0.400 -2.285 1.427
C -1.600 -1.487 1.869
C -2.581 -1.973 2.719
C -3.671 -1.177 3.048
C -3.773 0.106 2.535
C -2.791 0.601 1.681
C -1.699 -0.186 1.363
H 2.323 -2.541 1.040
H 2.482 -1.026 0.096
H 1.501 -2.337 -0.529
H 1.598 -1.550 2.930
H 0.281 -0.352 2.976
H 1.835 0.053 2.215
H -0.023 -2.949 2.210
H -0.603 -2.902 0.557
H -2.499 -2.977 3.118
H -4.441 -1.562 3.703
H -4.618 0.729 2.796
H -2.884 1.601 1.274
O -2.137 1.737 -3.023
C -1.123 1.761 -2.377
O -1.141 1.768 -1.024
C 0.247 1.912 -2.959
C 0.461 2.894 -3.896
C 1.763 3.172 -4.297
C 2.839 2.514 -3.751
C 2.611 1.503 -2.831
C 1.309 1.112 -2.442
O 1.068 0.101 -1.670
N 3.793 0.922 -2.199
O 3.709 -0.180 -1.688
O 4.807 1.597 -2.193
N 2.003 4.245 -5.269
O 1.036 4.865 -5.661
O 3.150 4.446 -5.610
H -0.367 3.456 -4.305
H 3.847 2.777 -4.035
C -4.300 -3.359 -3.426
C -3.362 -2.509 -2.630
C -3.725 -1.259 -2.152
C -2.831 -0.498 -1.429
N -1.590 -0.931 -1.176
C -1.211 -2.135 -1.640
C -2.062 -2.940 -2.353
H -5.297 -2.927 -3.463
H -4.365 -4.361 -3.003
H -3.932 -3.460 -4.449
H -4.707 -0.850 -2.346
H -3.094 0.472 -1.041
H -0.182 -2.413 -1.478
H -1.704 -3.897 -2.707
C -0.549 2.927 2.702
N 0.883 3.157 2.615
C 1.336 4.346 3.336
P 1.823 2.601 1.392
O 1.125 1.488 0.628
N 3.235 2.150 2.098
C 4.313 1.643 1.243
C 3.362 1.716 3.485
N 2.284 3.745 0.317
C 1.342 4.190 -0.707
C 3.385 4.681 0.529
H -0.824 2.645 3.721
H -0.838 2.126 2.033
H -1.106 3.828 2.429
H 1.068 4.257 4.390
H 0.872 5.251 2.935
H 2.418 4.451 3.271
H 4.250 2.063 0.243
H 4.274 0.552 1.165
H 5.275 1.925 1.671
H 2.481 1.990 4.059
H 4.237 2.188 3.935
H 3.501 0.632 3.546
H 0.474 3.537 -0.737
H 1.827 4.179 -1.685
H 1.009 5.210 -0.497
H 4.019 4.359 1.349
H 3.002 5.681 0.747
H 3.993 4.736 -0.377
*
```

The calculation puts the HOMO energy at -0.4108 hartree. As for the maximum force: 0.6 eV/A. The total energy is -69006.24666 eV. The calculation puts the energy above the lowest of the compared OMol25 structures with the same formula, charge and spin at 0.790 eV. As for the frontier orbital gap: 7.8 eV.

Löwdin atomic charge list, values in e, 6 entries: number 1, Pt, carries 1.575; number 2, C, carries -0.036; number 3, N, carries -0.340; number 4, C, carries -0.042; number 5, C, carries -0.126; number 6, C, carries -0.241